1.
Computed, not measured: a 2-piece molecular cluster, C3H6NPS overall, with ωB97M-V/def2-TZVPD.

- energy above the lowest of the compared OMol25 structures with the same formula, charge and spin (kcal/mol) = 26.6
- LUMO (eV) = 0.75
- energy (eV) = -24820.8014
- E_HOMO (eV) = -9.499
- SMILES string = c1cscn1.P

Last column: Löwdin charge in e.
Element x y z (Å)
1 C -1.0126 0.1604 0.4499  -0.310
2 C -0.6131 1.4548 0.3541  -0.399
3 S 0.2793 1.8909 1.7953  0.951
4 C 0.1703 0.1987 2.2793  -0.442
5 N -0.5900 -0.4923 1.5142  -0.029
6 H -1.6146 -0.2902 -0.3122  0.102
7 H -0.9293 2.2503 -0.3336  0.068
8 H 0.6765 -0.0540 3.1553  0.045
9 P 1.4170 -1.3889 -2.5633  0.629
10 H 1.2473 -1.5015 -1.2061  -0.219
11 H 0.1637 -2.0142 -2.8972  -0.162
12 H 0.8055 -0.2141 -2.2356  -0.234

---

2.
Computed, not measured: a 4-piece molecular cluster, C28H28F8N5O12P overall, with ωB97M-V/def2-TZVPD.

- LUMO (eV) = -0.76
- energy (eV) = -92528.5154
- E_HOMO (eV) = -8.584
- SMILES string = NP(O)C(=O)O[C@@H](CCOCC(F)(F)C(F)(F)C(F)(F)C(F)F)CON=O.O=[N+]([O-])c1ccccc1.O=[N+]([O-])c1ccccc1.O=[N+]([O-])c1ccccc1

Last column: Löwdin charge in e.
Element x y z (Å)
1 N 2.7725 0.2040 -3.1955  -0.143
2 P 2.4522 -1.4573 -3.1519  0.873
3 O 2.5267 -1.7702 -1.5396  -0.307
4 C 0.6340 -1.3807 -3.5108  -0.572
5 O 0.2076 -0.4549 -4.1963  0.050
6 O -0.1884 -2.3566 -3.0251  -0.026
7 C -0.0526 -3.6556 -3.6064  -0.306
8 C -1.2204 -4.4830 -3.1030  -0.086
9 C -2.5633 -3.7995 -3.2053  -0.191
10 O -2.7812 -3.0278 -2.0404  -0.096
11 C -3.9721 -2.3053 -2.0660  -0.090
12 C -3.8486 -1.0112 -2.9069  -0.393
13 F -4.3201 -1.2338 -4.1668  0.120
14 F -2.5526 -0.6222 -2.9733  0.129
15 C -4.6841 0.1222 -2.2959  -0.339
16 F -4.2404 0.3392 -1.0332  0.144
17 F -5.9735 -0.3083 -2.2100  0.146
18 C -4.6667 1.4803 -3.0633  -0.361
19 F -4.7683 2.4760 -2.1429  0.131
20 F -3.5026 1.6577 -3.7246  0.141
21 C -5.8170 1.7248 -4.0506  -0.292
22 F -5.9386 0.7081 -4.9271  0.106
23 F -6.9814 1.9013 -3.3832  0.099
24 C 0.1013 -3.6521 -5.1107  -0.157
25 O -0.8993 -2.8479 -5.7250  -0.108
26 N -0.4411 -2.4360 -7.0140  -0.013
27 O -0.8046 -1.3672 -7.2528  0.103
28 H 2.0983 0.7057 -3.7651  0.039
29 H 3.6904 0.3590 -3.5885  0.033
30 H 3.0945 -1.0931 -1.1567  0.005
31 H 0.8502 -4.1198 -3.2138  0.148
32 H -1.2185 -5.4568 -3.5707  0.124
33 H -1.0342 -4.6608 -2.0474  0.131
34 H -2.5839 -3.1821 -4.0996  0.115
35 H -3.3644 -4.5280 -3.3224  0.131
36 H -4.1585 -2.0300 -1.0381  0.139
37 H -4.7966 -2.9067 -2.4374  0.144
38 H -5.5900 2.6412 -4.5920  0.173
39 H -0.0211 -4.6808 -5.4407  0.130
40 H 1.1064 -3.3579 -5.3920  0.114
41 O 5.1867 2.1402 -0.9321  0.091
42 N 5.1091 1.0305 -0.4615  -0.352
43 O 5.3465 0.0065 -1.0760  0.040
44 C 4.6864 0.8995 0.9383  -0.158
45 C 4.3540 2.0371 1.6504  -0.016
46 C 3.9212 1.8998 2.9591  -0.061
47 C 3.8340 0.6405 3.5385  -0.059
48 C 4.1880 -0.4881 2.8098  -0.051
49 C 4.6157 -0.3641 1.4990  -0.011
50 H 4.4143 3.0134 1.1937  0.122
51 H 3.6351 2.7745 3.5248  0.107
52 H 3.4852 0.5372 4.5526  0.073
53 H 4.1203 -1.4683 3.2610  0.110
54 H 4.8857 -1.2384 0.9255  0.117
55 O 1.4825 2.1292 5.5870  0.094
56 N 1.4103 1.0155 6.0549  -0.339
57 O 1.6793 0.0006 5.4423  0.056
58 C 0.9736 0.8825 7.4505  -0.144
59 C 0.6335 2.0219 8.1547  0.000
60 C 0.2046 1.8910 9.4646  -0.062
61 C 0.1251 0.6340 10.0490  -0.068
62 C 0.4789 -0.4974 9.3260  -0.064
63 C 0.9068 -0.3773 8.0146  -0.002
64 H 0.6984 2.9951 7.6925  0.121
65 H -0.0701 2.7706 10.0290  0.109
66 H -0.2147 0.5356 11.0710  0.108
67 H 0.4187 -1.4748 9.7830  0.108
68 H 1.1810 -1.2516 7.4444  0.119
69 O 1.7712 4.1542 1.9985  0.066
70 N 0.8669 4.4000 1.2266  -0.349
71 O 0.3486 5.4851 1.0967  0.083
72 C 0.3903 3.2970 0.3756  -0.140
73 C 0.9571 2.0446 0.5327  0.008
74 C 0.5168 1.0078 -0.2712  -0.047
75 C -0.4782 1.2315 -1.2154  -0.050
76 C -1.0357 2.4952 -1.3552  -0.048
77 C -0.6013 3.5404 -0.5554  0.003
78 H 1.7312 1.8782 1.2650  0.098
79 H 0.9506 0.0226 -0.1633  0.100
80 H -0.8226 0.4196 -1.8429  0.084
81 H -1.8089 2.6674 -2.0911  0.095
82 H -1.0261 4.5271 -0.6623  0.119